Record 1
{
  "formula": "C29H29BeN2O3S2",
  "method": "ωB97M-V/def2-TZVPD",
  "de_lowest_kcal_mol": 0.00,
  "total_charge": -1,
  "fmax_ha_per_bohr": 0.053,
  "orbital_gap_ev": 4.8,
  "multiplicity": 1,
  "species": ["C", "C", "C", "H", "C", "C", "H", "C", "C", "C", "H", "C", "C", "H", "H", "H", "H", "H", "H", "Be", "C", "C", "C", "H", "H", "H", "H", "H", "H", "C", "C", "H", "H", "O", "N", "C", "H", "C", "C", "H", "C", "H", "C", "H", "C", "H", "C", "H", "H", "H", "O", "S", "O", "N", "C", "S", "C", "C", "C", "C", "C", "C", "H", "H", "H", "H"],
  "coordinates": [[-1.08352, 1.74652, -2.31486], [-0.47179, 1.83697, -1.01452], [0.85646, 1.35601, -1.09666], [-0.91600, 2.27061, -0.11494], [1.07921, 0.96264, -2.46166], [-0.13565, 1.15521, -3.20249], [2.02453, 0.66038, -2.89217], [-1.76052, -0.70456, 2.16875], [-1.74784, 0.72216, 2.27698], [-0.41247, 1.13157, 2.52747], [-2.61510, 1.37216, 2.18297], [0.38857, -0.04161, 2.64954], [-0.44713, -1.17797, 2.42922], [1.56835, 1.36156, -0.26030], [-0.30889, 0.94301, -4.27060], [-2.09923, 2.04291, -2.55052], [-0.11606, -2.21519, 2.47573], [-0.02466, 2.14546, 2.63864], [-2.61889, -1.32616, 1.95769], [-0.44376, 0.07428, -1.70656], [1.85132, -0.11661, 3.00577], [2.06072, -1.21691, 4.06288], [2.35545, 1.21801, 3.57910], [1.48453, -0.96956, 4.96445], [3.13024, -1.28048, 4.30161], [1.73011, -2.19113, 3.68608], [1.71490, 1.52249, 4.41621], [2.35166, 2.01481, 2.82323], [3.38159, 1.10046, 3.95305], [2.66894, -0.46475, 1.70545], [4.16191, -0.71207, 1.88807], [2.51835, 0.33464, 0.96661], [2.24849, -1.37937, 1.26174], [4.65239, -1.09223, 2.95253], [5.00951, -0.48974, 0.83908], [4.74415, -0.10266, -0.53850], [5.96530, -0.76344, 1.04147], [4.75428, 1.40027, -0.74481], [4.57802, 1.90155, -2.04089], [4.50939, 1.19663, -2.87653], [4.48902, 3.27898, -2.26162], [4.33612, 3.66294, -3.27407], [4.58361, 4.16493, -1.17867], [4.47458, 5.23807, -1.33491], [4.83697, 3.67311, 0.10485], [4.95190, 4.34537, 0.95462], [4.95021, 2.29103, 0.31467], [5.18538, 1.89624, 1.30364], [3.78801, -0.52383, -0.89097], [5.53044, -0.55263, -1.16139], [-3.85624, -1.16921, -4.05430], [-3.77083, -0.74302, -2.68692], [-4.21013, 0.57420, -2.31754], [-2.15181, -0.92695, -2.14639], [-2.03716, -1.88577, -1.22993], [-0.45328, -2.07811, -0.67803], [-3.27907, -2.54657, -0.88100], [-3.57885, -3.46356, 0.13663], [-4.89880, -3.84473, 0.36312], [-5.94484, -3.30766, -0.41673], [-5.66872, -2.37922, -1.43050], [-4.34273, -1.98120, -1.58331], [-2.73415, -3.82710, 0.72179], [-5.13624, -4.56927, 1.14858], [-6.97238, -3.60888, -0.24343], [-6.42587, -2.00993, -2.12038]]
}

---

Record 2
{
  "formula": "C29H29ClNO8",
  "method": "ωB97M-V/def2-TZVPD",
  "de_lowest_kcal_mol": 36.95,
  "total_charge": -1,
  "fmax_ha_per_bohr": 0.357,
  "orbital_gap_ev": 8.4,
  "multiplicity": 1,
  "species": ["Cl", "N", "C", "C", "C", "C", "C", "H", "H", "H", "H", "H", "C", "C", "C", "C", "C", "C", "O", "O", "H", "H", "H", "H", "H", "H", "C", "C", "C", "C", "C", "C", "O", "O", "H", "H", "H", "H", "H", "H", "C", "C", "C", "C", "C", "C", "O", "O", "H", "H", "H", "H", "H", "H", "C", "C", "C", "C", "C", "C", "O", "O", "H", "H", "H", "H", "H", "H"],
  "coordinates": [[-0.62913, 0.36431, 1.00207], [5.09587, -1.30569, -1.94393], [5.04687, -1.71269, -0.59993], [3.77687, -1.59769, 0.15607], [2.81787, -0.79669, -0.39093], [2.91087, -0.32269, -1.75693], [4.08687, -0.72969, -2.45693], [5.94387, -1.92769, -0.06193], [3.73787, -1.90469, 0.94907], [2.12387, -0.27069, 0.28507], [2.24587, 0.27731, -2.34793], [4.18287, -0.43369, -3.38993], [-2.53613, -3.10469, -4.48293], [-2.30613, -1.73469, -3.83893], [-1.54513, -1.44969, -2.69993], [-1.08113, -2.70069, -2.10293], [-1.23613, -3.87669, -2.65693], [-1.95813, -4.18069, -3.83693], [-2.12513, -5.43969, -4.35293], [-1.12013, -0.20769, -2.37393], [-3.18713, -3.11169, -5.15993], [-2.73613, -0.90369, -4.40693], [-0.12213, -2.50069, -1.31393], [-0.87713, -4.72069, -2.26793], [-2.25213, -6.26369, -3.91293], [-0.81913, -0.19469, -1.44893], [3.37687, 3.10631, -1.57493], [2.09987, 2.77331, -0.72093], [2.21987, 2.87431, 0.57207], [3.47087, 3.28531, 1.18907], [4.60287, 3.23131, 0.41907], [4.62087, 3.22731, -0.95993], [5.84987, 3.15231, -1.58393], [1.16387, 2.86131, 1.47007], [3.29287, 2.97131, -2.50093], [1.13387, 2.58231, -1.30993], [3.50587, 3.51831, 2.24607], [5.56087, 3.38031, 0.94607], [5.74987, 3.14731, -2.52593], [0.69987, 2.22731, 1.26407], [0.80887, -3.82669, 3.79707], [0.00587, -5.04569, 4.26607], [-1.38313, -5.05169, 4.06507], [-2.05413, -4.10369, 3.51307], [-1.30913, -2.93069, 2.94307], [0.10387, -2.82269, 3.06607], [0.82887, -1.87769, 2.36507], [-2.14613, -6.09769, 4.66507], [1.84087, -4.06669, 3.80707], [0.70887, -5.62969, 4.59907], [-3.13213, -4.10769, 3.30007], [-1.90113, -2.23569, 2.38607], [0.30487, -1.45069, 1.59307], [-1.80313, -6.44869, 5.55007], [-5.33713, 5.14131, 1.03007], [-5.01013, 3.66231, 0.98207], [-3.68513, 3.17531, 0.76707], [-2.77213, 4.12531, 0.43107], [-3.07013, 5.59631, 0.39407], [-4.35613, 6.05331, 0.62307], [-4.57613, 7.31731, 0.46907], [-3.39913, 1.86231, 0.98907], [-6.33013, 5.24131, 1.36507], [-5.81113, 2.96431, 1.34207], [-1.76313, 3.86231, 0.14007], [-2.32313, 6.17531, -0.08393], [-4.67313, 7.40231, -0.49193], [-2.55313, 1.52831, 0.60907]]
}

---

Record 3
{
  "formula": "C29H29F9O15S2",
  "method": "ωB97M-V/def2-TZVPD",
  "smiles": "C=C[C@@]1(CCCOC(C)=O)[C@H](CC)C[C@H](S(=O)(=O)C(F)(F)C(F)(F)C(F)(F)C(F)(F)F)OS1(=O)=O.O=C1C=C(O)C(=O)C=C1O.O=C1C=C(O)C(=O)C=C1O",
  "total_charge": 0,
  "fmax_ha_per_bohr": 0.043,
  "orbital_gap_ev": 7.7,
  "multiplicity": 1,
  "species": ["C", "C", "C", "C", "C", "C", "O", "C", "C", "O", "C", "C", "C", "C", "C", "S", "O", "O", "C", "F", "F", "C", "F", "F", "C", "F", "F", "C", "F", "F", "F", "O", "S", "O", "O", "H", "H", "H", "H", "H", "H", "H", "H", "H", "H", "H", "H", "H", "H", "H", "H", "H", "H", "H", "H", "H", "C", "C", "C", "O", "C", "C", "C", "O", "O", "O", "H", "H", "H", "H", "C", "C", "C", "O", "C", "C", "C", "O", "O", "O", "H", "H", "H", "H"],
  "coordinates": [[2.31034, 3.24562, 3.13202], [2.99773, 2.61095, 2.17905], [2.39717, 1.88250, 0.99018], [3.43613, 1.53972, -0.07787], [3.90193, 2.68236, -0.99227], [5.17840, 3.37330, -0.54294], [4.98627, 4.23814, 0.57207], [4.77430, 5.54366, 0.25451], [3.75903, 6.23236, 1.11218], [5.38211, 6.12382, -0.60946], [1.77342, 0.55546, 1.60741], [2.74290, -0.62154, 1.69431], [2.38869, -1.47196, 2.93710], [0.46804, 0.13225, 0.93932], [-0.61175, 1.12437, 1.28970], [-2.09480, 0.83156, 0.26529], [-1.75650, 0.87135, -1.12148], [-2.64416, -0.41298, 0.71277], [-3.20191, 2.25183, 0.71000], [-3.18801, 2.27405, 2.06587], [-2.69315, 3.42602, 0.29149], [-4.68982, 2.12354, 0.24166], [-5.43495, 2.69093, 1.21296], [-5.07818, 0.84995, 0.12869], [-5.06738, 2.88625, -1.06803], [-6.35168, 2.53035, -1.31492], [-5.05438, 4.21870, -0.87733], [-4.27882, 2.51719, -2.35481], [-5.00025, 3.00231, -3.39168], [-4.21356, 1.18402, -2.50512], [-3.07412, 3.08180, -2.41463], [-0.19852, 2.49090, 1.26120], [1.02500, 2.80937, 0.26405], [0.77194, 2.35326, -1.06425], [1.28023, 4.21176, 0.36588], [1.43227, 3.83645, 2.91628], [2.62856, 3.23931, 4.16316], [4.07946, 2.60927, 2.20225], [3.10817, 0.68866, -0.66215], [4.31268, 1.20695, 0.46843], [4.12863, 2.24663, -1.96147], [3.14106, 3.43401, -1.17685], [5.87992, 2.60800, -0.21757], [5.64308, 3.86697, -1.38862], [3.09017, 5.54326, 1.60596], [3.25755, 7.00338, 0.54895], [4.32687, 6.73603, 1.89466], [1.51146, 0.81703, 2.62726], [3.76918, -0.30682, 1.82222], [2.61434, -1.27309, 0.83515], [1.31262, -1.42402, 3.08825], [2.64464, -2.51639, 2.77725], [2.89380, -1.09687, 3.81948], [0.59485, 0.04721, -0.13819], [0.17739, -0.85291, 1.28389], [-0.92496, 0.93481, 2.31143], [4.56657, -5.02916, 1.46344], [5.36939, -6.01011, 1.02896], [4.93997, -7.45204, 1.04184], [5.71955, -8.27952, 0.61403], [3.62319, -7.77411, 1.56679], [2.82322, -6.79322, 2.00350], [3.24427, -5.35127, 1.96635], [2.45252, -4.51467, 2.36579], [1.61164, -7.01708, 2.49538], [6.58708, -5.78898, 0.55906], [4.86494, -3.99025, 1.45642], [3.33002, -8.81397, 1.58659], [1.24792, -6.14426, 2.73288], [6.94534, -6.66330, 0.31367], [-6.26555, -1.24745, -3.48831], [-7.52563, -0.83689, -3.67815], [-8.62616, -1.79320, -4.04301], [-9.74844, -1.34559, -4.18064], [-8.29026, -3.19744, -4.21515], [-7.02925, -3.60695, -4.02826], [-5.93337, -2.65427, -3.63843], [-4.81864, -3.10946, -3.47076], [-6.65162, -4.87121, -4.16946], [-7.89613, 0.43186, -3.55857], [-5.46955, -0.56810, -3.22464], [-9.08537, -3.87443, -4.49321], [-5.69576, -4.88746, -3.97420], [-8.85336, 0.45145, -3.74457]]
}

---

| no. | LUMO energy (eV) |
| --- | --- |
| 1 | 1.919 |
| 2 | 2.426 |
| 3 | -1.853 |